No. 1
Entry from the Open Molecules 2025 dataset: 8 unconnected molecules or ions with the total composition C32H48O24 (wB97M-V/def2-TZVPD).

Geometry as XYZ:
```
104
C32H48O24 (wB97M-V/def2-TZVPD)
C -25.441 -0.683 -3.514
C -26.304 0.357 -4.059
C -26.857 1.506 -3.212
O -26.515 2.634 -4.034
C -25.749 2.274 -5.016
O -25.092 2.950 -5.787
O -25.578 0.967 -5.089
H -24.641 -0.243 -2.919
H -25.063 -1.208 -4.392
H -26.070 -1.352 -2.927
H -27.169 -0.129 -4.511
H -26.373 1.497 -2.236
H -27.943 1.476 -3.122
C -21.357 0.647 -4.212
C -21.913 1.779 -5.098
C -21.031 3.022 -5.366
O -21.252 3.360 -6.733
C -21.804 2.303 -7.340
O -21.958 2.208 -8.607
O -22.205 1.404 -6.405
H -21.398 1.077 -3.211
H -20.386 0.215 -4.452
H -22.059 -0.186 -4.211
H -22.898 2.089 -4.750
H -20.017 2.882 -4.991
H -21.395 3.767 -4.659
C -21.756 5.381 -15.006
C -22.739 5.569 -13.876
C -24.037 4.856 -13.927
O -24.160 4.306 -12.635
C -23.027 4.661 -11.939
O -22.803 4.231 -10.812
O -22.134 5.228 -12.650
H -20.940 6.103 -14.968
H -22.378 5.618 -15.869
H -21.467 4.330 -15.028
H -22.902 6.626 -13.666
H -23.916 4.063 -14.665
H -24.858 5.525 -14.186
C -28.868 0.538 -15.032
C -28.476 1.190 -13.682
C -27.321 2.178 -13.668
O -27.710 3.248 -12.873
C -29.097 3.222 -12.772
O -29.740 4.081 -12.175
O -29.520 2.076 -13.339
H -28.143 -0.161 -15.447
H -28.960 1.317 -15.789
H -29.882 0.168 -14.885
H -28.453 0.501 -12.838
H -27.200 2.499 -14.702
H -26.358 1.792 -13.332
C -24.999 -1.555 -14.804
C -23.917 -0.603 -15.485
C -23.822 -0.825 -17.052
O -24.560 0.243 -17.618
C -24.849 1.199 -16.660
O -25.347 2.280 -16.870
O -24.502 0.718 -15.447
H -26.075 -1.386 -14.769
H -24.635 -1.560 -13.776
H -24.815 -2.625 -14.898
H -22.908 -0.700 -15.083
H -24.329 -1.769 -17.254
H -22.794 -0.847 -17.413
C -28.204 7.155 -10.730
C -26.992 7.965 -11.175
C -25.828 7.135 -11.769
O -25.539 7.910 -12.953
C -26.497 8.810 -13.185
O -26.573 9.494 -14.271
O -27.445 8.776 -12.192
H -27.938 6.443 -9.950
H -28.699 6.670 -11.572
H -28.990 7.839 -10.408
H -26.494 8.519 -10.380
H -26.153 6.105 -11.915
H -24.993 7.065 -11.073
C -26.723 3.490 -8.980
C -25.525 2.659 -9.423
C -25.310 1.474 -8.525
O -25.224 0.336 -9.381
C -25.433 0.709 -10.674
O -25.406 -0.014 -11.680
O -25.835 2.011 -10.687
H -26.642 4.553 -9.206
H -26.638 3.545 -7.895
H -27.715 3.086 -9.179
H -24.584 3.170 -9.629
H -26.153 1.446 -7.836
H -24.436 1.458 -7.875
C -29.235 7.542 -4.605
C -28.381 6.818 -5.693
C -27.702 5.551 -5.250
O -28.451 4.577 -5.939
C -29.306 5.085 -6.791
O -30.101 4.512 -7.461
O -29.218 6.402 -6.856
H -29.764 6.813 -3.990
H -29.967 8.115 -5.173
H -28.591 8.238 -4.068
H -27.673 7.556 -6.070
H -27.740 5.475 -4.163
H -26.695 5.629 -5.661
```

Energy   -83101.006 eV
SMILES   C[C@H]1COC(=O)O1.C[C@H]1COC(=O)O1.C[C@H]1COC(=O)O1.C[C@H]1COC(=O)O1.C[C@H]1COC(=O)O1.C[C@H]1COC(=O)O1.C[C@H]1COC(=O)O1.C[C@H]1COC(=O)O1
Energy above the lowest of the compared OMol25 structures with the same formula, charge and spin   99.6 kcal per mole

=====

No. 2
Entry from the Open Molecules 2025 dataset: a molecular structure, ClH3N2O4S2 (wB97M-V/def2-TZVPD).

Geometry as XYZ:
```
12
ClH3N2O4S2 (wB97M-V/def2-TZVPD)
N 1.259 -0.638 -1.033
N 1.128 0.394 1.393
O -0.619 0.835 -0.468
O 1.502 1.852 -0.662
O -1.993 0.342 1.494
O -0.913 -1.504 0.246
S 0.958 0.703 -0.073
S -1.539 -0.224 0.281
Cl -3.135 -0.222 -0.935
H 2.039 -0.583 -1.574
H 0.925 -1.555 -0.668
H 0.389 0.602 1.999
```

Energy   -45409.068 eV
Energy above the lowest of the compared OMol25 structures with the same formula, charge and spin   20.9 kcal per mole

=====

No. 3
Entry from the Open Molecules 2025 dataset: a single C4H5NO molecule (wB97M-V/def2-TZVPD).

Geometry as XYZ:
```
11
C4H5NO (wB97M-V/def2-TZVPD)
C -1.726 -0.118 0.041
C -0.408 0.587 0.212
C 0.088 1.742 0.523
C 0.845 -0.332 0.259
O 0.799 -1.343 0.922
N 1.885 0.016 -0.541
H -1.750 -0.662 -0.909
H -2.568 0.577 0.068
H -1.834 -0.848 0.848
H 2.712 -0.561 -0.489
H 1.957 0.942 -0.934
```

Energy   -7763.375 eV
Energy above the lowest of the compared OMol25 structures with the same formula, charge and spin   72.7 kcal per mole

=====

No. 4
Entry from the Open Molecules 2025 dataset: 2 unconnected molecules or ions with the total composition C5H8S (wB97M-V/def2-TZVPD).

Geometry as XYZ:
```
14
C5H8S (wB97M-V/def2-TZVPD)
C 1.686 -1.296 -0.438
C 1.991 -0.193 0.143
C -2.043 -0.389 -1.175
C -1.840 0.481 -0.166
C 2.115 0.844 0.956
S -2.295 0.101 1.501
H 2.423 -1.951 -0.929
H 0.688 -1.614 -0.476
H -1.574 0.093 -2.109
H -2.404 -1.351 -1.382
H -1.291 1.373 -0.315
H 1.887 1.770 0.467
H -1.832 1.327 1.988
H 2.490 0.806 1.937
```

Energy   -16146.443 eV
SMILES   C=C=C.C=CS
Energy above the lowest of the compared OMol25 structures with the same formula, charge and spin   73.7 kcal per mole

=====

Results for E_HOMO: -10.09 -10.50 -10.28 -8.64 (in eV, following the order of the records).
Results for strongest force on any atom: 6.41 3.86 0.67 5.07 (in eV/Å, following the order of the records).